{
  "formula": "C2H8N3",
  "method": "ωB97M-V/def2-TZVPD",
  "charge": 1,
  "relative_energy_kj_mol": 561.1,
  "homo_energy_ev": -12.85,
  "lumo_energy_ev": -4.44,
  "mol_weight_g_mol": 74.11,
  "orbital_gap_ev": 8.41,
  "energy_ev": -6662.8139,
  "largest_force_ev_per_a": 3.97,
  "symbols": ["N", "N", "N", "C", "C", "H", "H", "H", "H", "H", "H", "H", "H"],
  "positions_angstrom": [[1.863, -0.317, -0.077], [1.819, 0.953, 0.355], [-2.335, 0.450, -0.263], [0.777, -0.840, -0.498], [-1.575, -0.364, 0.416], [-2.370, 1.433, -0.280], [-2.684, -0.020, -1.024], [2.593, 1.534, 0.202], [-0.867, 0.032, 1.124], [-1.454, -1.412, 0.553], [0.607, -1.882, -0.732], [2.664, -0.985, 0.158], [0.961, 1.417, 0.065]],
  "atomic_forces_ev_per_a": [[-0.092, -3.763, -0.763], [-0.713, 1.503, 1.657], [0.871, -2.682, 1.162], [-2.183, 0.667, 0.032], [2.981, 2.372, 1.104], [0.428, 1.177, 0.480], [-1.947, -0.656, -2.337], [1.532, 0.401, -0.462], [-0.438, 0.850, 0.590], [-1.361, -0.937, -1.218], [1.372, -0.369, 0.094], [-0.708, 1.952, -0.236], [0.259, -0.513, -0.103]]
}

{
  "formula": "C2H8N3",
  "method": "ωB97M-V/def2-TZVPD",
  "charge": 1,
  "relative_energy_kj_mol": 539.4,
  "homo_energy_ev": -14.68,
  "lumo_energy_ev": -4.70,
  "mol_weight_g_mol": 74.11,
  "orbital_gap_ev": 9.98,
  "energy_ev": -6663.0390,
  "largest_force_ev_per_a": 6.08,
  "symbols": ["N", "N", "N", "C", "C", "H", "H", "H", "H", "H", "H", "H", "H"],
  "positions_angstrom": [[-0.427, -0.429, 0.200], [-2.650, 0.030, -0.443], [0.831, -0.271, 0.480], [-1.447, 0.061, -0.120], [1.564, -0.117, -0.810], [2.563, 0.128, -0.724], [1.355, 0.934, 2.722], [1.040, 0.822, 2.005], [-3.405, 0.687, -0.115], [-3.026, -0.441, -1.326], [1.349, -1.061, -1.385], [1.087, -1.081, 0.892], [1.165, 0.736, -1.377]],
  "atomic_forces_ev_per_a": [[-2.059, 1.279, 0.585], [-5.399, 0.720, -2.694], [0.543, 2.201, -3.502], [2.018, -1.447, 0.958], [-2.366, -0.721, -1.420], [2.208, -0.116, 0.778], [-0.594, -0.003, -1.070], [0.785, 0.573, 1.958], [1.558, -0.651, 0.099], [1.243, 0.503, 1.490], [0.788, 1.044, 0.240], [1.613, -3.100, 2.228], [-0.338, -0.282, 0.351]]
}

{
  "formula": "C2H8N3O2",
  "method": "ωB97M-V/def2-TZVPD",
  "charge": 1,
  "relative_energy_kj_mol": 16.7,
  "homo_energy_ev": -14.42,
  "lumo_energy_ev": -3.44,
  "mol_weight_g_mol": 106.10,
  "orbital_gap_ev": 10.99,
  "energy_ev": -10763.4904,
  "largest_force_ev_per_a": 0.64,
  "symbols": ["O", "O", "N", "N", "N", "C", "C", "H", "H", "H", "H", "H", "H", "H", "H"],
  "positions_angstrom": [[-0.954, 3.094, 1.524], [0.773, 1.683, 1.539], [1.252, -2.086, -0.608], [-0.151, -0.505, -1.533], [-0.658, -1.440, 0.513], [-0.099, 2.238, 0.956], [0.167, -1.308, -0.518], [0.566, -0.261, -2.206], [-0.319, -1.901, 1.341], [-1.400, -0.775, 0.656], [-0.875, 0.184, -1.408], [1.439, -2.724, 0.146], [-1.500, 3.520, 0.850], [2.063, -1.770, -1.133], [-0.304, 2.051, -0.118]],
  "atomic_forces_ev_per_a": [[0.214, -0.020, -0.041], [0.179, -0.325, 0.187], [0.123, 0.446, 0.137], [0.434, 0.469, 0.050], [0.176, 0.042, 0.073], [-0.403, 0.141, -0.257], [0.095, -0.329, -0.245], [-0.260, -0.207, -0.006], [-0.089, -0.051, 0.099], [-0.146, -0.078, -0.043], [-0.055, -0.059, -0.052], [0.141, -0.052, 0.038], [-0.068, 0.016, 0.072], [-0.357, -0.223, 0.006], [0.016, 0.230, -0.018]]
}

{
  "formula": "C2H8N3O2",
  "method": "ωB97M-V/def2-TZVPD",
  "charge": 1,
  "relative_energy_kj_mol": 769.8,
  "homo_energy_ev": -14.86,
  "lumo_energy_ev": -4.77,
  "mol_weight_g_mol": 106.10,
  "orbital_gap_ev": 10.08,
  "energy_ev": -10755.6845,
  "largest_force_ev_per_a": 2.43,
  "smiles": "CO/N=[N+](/N)OC",
  "symbols": ["O", "O", "N", "N", "N", "C", "C", "H", "H", "H", "H", "H", "H", "H", "H"],
  "positions_angstrom": [[-0.566, 0.088, -0.819], [1.331, -0.663, 0.965], [1.012, 0.638, 0.640], [0.238, 1.031, -0.241], [1.733, 1.481, 1.422], [0.519, -1.781, 0.626], [-1.332, 0.626, -1.910], [-0.509, -1.675, 0.998], [1.850, 2.400, 1.099], [0.859, -2.579, 1.345], [2.486, 1.080, 1.891], [-1.575, -0.286, -2.494], [0.421, -1.749, -0.500], [-0.814, 1.393, -2.389], [-2.278, 1.136, -1.593]],
  "atomic_forces_ev_per_a": [[1.422, 0.618, 1.164], [1.111, 1.880, 1.063], [-0.145, -1.894, -0.392], [-0.784, 0.635, -0.070], [-1.913, -0.466, -0.479], [-2.213, -0.465, -0.325], [-2.278, -0.617, 0.421], [0.151, 0.514, -0.090], [-0.139, 1.282, -0.830], [0.534, 0.469, -1.762], [1.262, -1.205, 0.594], [0.292, 0.933, 0.079], [0.709, -1.586, 1.540], [1.314, 0.738, -1.237], [0.679, -0.837, 0.324]]
}

{
  "formula": "C2H8N3O2",
  "method": "ωB97M-V/def2-TZVPD",
  "charge": 1,
  "relative_energy_kj_mol": 688.4,
  "homo_energy_ev": -12.69,
  "lumo_energy_ev": -3.57,
  "mol_weight_g_mol": 106.10,
  "orbital_gap_ev": 9.12,
  "energy_ev": -10756.5289,
  "largest_force_ev_per_a": 3.62,
  "symbols": ["O", "O", "N", "N", "N", "C", "C", "H", "H", "H", "H", "H", "H", "H", "H"],
  "positions_angstrom": [[-2.808, -0.495, 0.212], [2.085, -0.077, 1.250], [-1.339, 1.544, -0.430], [-1.361, -0.516, 0.347], [2.072, -0.709, -0.918], [1.813, 0.476, 0.099], [-0.677, 0.476, -0.112], [1.366, -0.675, -1.626], [-1.168, -1.298, 0.909], [1.723, -1.527, -0.529], [1.689, 0.470, 1.938], [3.029, -0.597, -1.084], [-2.361, 1.594, -0.348], [-0.774, 2.379, -0.489], [-3.287, -1.047, 0.780]],
  "atomic_forces_ev_per_a": [[1.283, 2.523, -2.252], [-0.748, -0.815, -0.528], [-0.403, 1.270, -0.604], [-3.012, -1.134, -0.147], [-2.466, 1.727, 1.385], [-0.596, 0.966, -0.149], [1.546, -0.903, 1.429], [0.313, 1.366, -1.666], [1.376, -0.857, 0.235], [0.646, -2.646, 1.742], [0.459, 0.471, 0.375], [1.817, -0.601, -1.211], [0.650, 0.126, -0.020], [-0.453, 0.076, -0.478], [-0.411, -1.571, 1.889]]
}

{
  "formula": "C2H8N3S",
  "method": "ωB97M-V/def2-TZVPD",
  "charge": 1,
  "relative_energy_kj_mol": 369.6,
  "homo_energy_ev": -12.79,
  "lumo_energy_ev": -3.59,
  "mol_weight_g_mol": 106.17,
  "orbital_gap_ev": 9.19,
  "energy_ev": -17498.5764,
  "largest_force_ev_per_a": 5.79,
  "symbols": ["S", "N", "N", "N", "C", "C", "H", "H", "H", "H", "H", "H", "H", "H"],
  "positions_angstrom": [[1.070, -0.783, -0.511], [0.791, -0.983, 2.187], [-0.063, 0.734, -1.555], [-0.096, 0.218, -2.982], [-0.125, 0.121, 2.551], [1.193, -1.119, 1.005], [0.515, 1.565, -1.297], [-0.797, -0.390, -2.787], [1.104, -1.536, 2.978], [-0.993, 0.025, 1.895], [-0.314, 0.177, 3.653], [0.280, 1.084, 2.157], [0.794, -0.210, -3.266], [-0.368, 1.015, -3.587]],
  "atomic_forces_ev_per_a": [[0.579, -0.199, -0.313], [-0.615, 1.061, 2.145], [-0.201, -0.341, 1.428], [3.337, 4.463, 1.590], [-0.091, 1.176, -0.555], [-0.085, -0.526, -1.663], [-0.116, -0.568, -1.834], [-2.727, -2.641, -0.446], [0.355, -0.229, -0.481], [-0.459, -0.358, 0.738], [0.036, -0.218, -1.245], [0.226, -0.635, 0.798], [-0.313, -0.073, -0.270], [0.073, -0.912, 0.107]]
}

{
  "formula": "C2H8N4",
  "method": "ωB97M-V/def2-TZVPD",
  "charge": -1,
  "relative_energy_kj_mol": 0.0,
  "homo_energy_ev": [1.19, -5.47],
  "s_squared": 0.751,
  "lumo_energy_ev": [3.88, 3.75],
  "multiplicity": 2,
  "mol_weight_g_mol": 88.11,
  "orbital_gap_ev": [2.69, 9.21],
  "energy_ev": -8162.0265,
  "largest_force_ev_per_a": 1.70,
  "symbols": ["N", "N", "N", "N", "C", "C", "H", "H", "H", "H", "H", "H", "H", "H"],
  "positions_angstrom": [[-2.751, -0.265, 1.369], [-0.573, -0.631, 0.630], [0.648, 0.353, -1.903], [2.106, 0.344, -0.097], [-1.471, -0.188, 1.528], [1.873, 0.349, -1.357], [-3.205, 0.611, 1.603], [3.103, 0.281, 0.099], [0.424, -0.627, 0.837], [2.631, 0.059, -2.092], [-0.148, 0.664, -1.368], [-1.083, 0.171, 2.491], [0.477, 0.573, -2.884], [-0.964, -1.298, -0.019]],
  "atomic_forces_ev_per_a": [[0.340, 0.168, -1.657], [-0.589, -0.835, 1.133], [-1.485, 0.633, -0.233], [-0.317, 0.511, 0.328], [-0.568, 0.153, 0.551], [0.518, -1.341, -0.008], [-0.197, -0.452, 1.234], [0.110, -0.183, -0.377], [-0.038, 0.045, -0.271], [0.129, 0.675, -0.032], [0.284, -0.070, 0.456], [0.574, 0.753, -0.524], [0.929, -0.273, -0.170], [0.310, 0.217, -0.430]]
}

{
  "formula": "C2H8N4",
  "method": "ωB97M-V/def2-TZVPD",
  "relative_energy_kj_mol": 231.2,
  "homo_energy_ev": -8.73,
  "lumo_energy_ev": 1.07,
  "mol_weight_g_mol": 88.11,
  "orbital_gap_ev": 9.80,
  "energy_ev": -8161.8558,
  "largest_force_ev_per_a": 2.37,
  "smiles": "C/C(=N/N)NN",
  "symbols": ["N", "N", "N", "N", "C", "C", "H", "H", "H", "H", "H", "H", "H", "H"],
  "positions_angstrom": [[1.337, -1.391, -0.369], [0.110, 1.354, -0.280], [1.495, 1.229, 0.050], [0.274, -0.917, 0.425], [-0.464, 0.241, -0.035], [-2.004, 0.028, -0.080], [2.169, -0.882, 0.045], [1.779, 2.180, 0.189], [-2.461, 0.881, -0.710], [1.175, -1.003, -1.323], [1.604, 0.822, 1.015], [-2.308, -0.891, -0.585], [-2.437, 0.058, 0.979], [-0.269, -1.707, 0.679]],
  "atomic_forces_ev_per_a": [[1.451, 1.218, -0.162], [0.290, -1.327, 0.547], [0.229, 0.907, 1.003], [-0.992, 1.384, -0.028], [-1.249, -1.942, 0.528], [-0.019, 2.076, -0.157], [-0.953, -0.998, -1.443], [0.388, 0.573, -0.261], [0.677, -1.176, 1.267], [0.649, -0.423, 0.873], [-0.470, 0.127, -1.075], [0.308, -0.081, 0.241], [0.580, -0.047, -1.485], [-0.890, -0.291, 0.152]]
}

{
  "formula": "C2H8N4",
  "method": "ωB97M-V/def2-TZVPD",
  "relative_energy_kj_mol": 273.2,
  "homo_energy_ev": -8.19,
  "lumo_energy_ev": 1.16,
  "mol_weight_g_mol": 88.11,
  "orbital_gap_ev": 9.35,
  "energy_ev": -8161.4200,
  "largest_force_ev_per_a": 2.66,
  "smiles": "CN/N=C/NN",
  "symbols": ["N", "N", "N", "N", "C", "C", "H", "H", "H", "H", "H", "H", "H", "H"],
  "positions_angstrom": [[0.452, -1.072, 0.041], [1.836, -0.756, -0.157], [-2.772, 0.378, 0.071], [-1.785, -0.598, -0.295], [-0.424, -0.189, -0.241], [2.206, 0.635, -0.026], [-0.249, 0.813, -0.603], [3.251, 0.799, 0.426], [-1.834, -1.522, 0.173], [2.252, -1.263, 0.608], [2.386, 1.143, -1.062], [-3.601, 0.118, -0.547], [1.386, 1.143, 0.586], [-3.105, 0.371, 1.026]],
  "atomic_forces_ev_per_a": [[0.315, 0.894, -0.367], [-0.613, -0.555, 0.704], [-1.182, -0.833, -2.233], [0.807, -0.412, 1.201], [-0.692, -0.743, -0.326], [0.848, 1.977, -0.745], [0.034, 0.207, -0.021], [-1.705, -0.688, -0.185], [-0.345, 0.793, -0.361], [0.339, -0.260, -0.152], [-1.003, -0.754, 1.654], [1.379, 0.808, 1.245], [1.404, -0.003, -0.723], [0.416, -0.431, 0.309]]
}

{
  "formula": "C2H8N4",
  "method": "ωB97M-V/def2-TZVPD",
  "relative_energy_kj_mol": 0.0,
  "homo_energy_ev": [-5.91, -9.07],
  "s_squared": 2.009,
  "lumo_energy_ev": [0.99, -0.60],
  "multiplicity": 3,
  "mol_weight_g_mol": 88.11,
  "orbital_gap_ev": [6.90, 8.46],
  "energy_ev": -8156.9815,
  "largest_force_ev_per_a": 5.66,
  "symbols": ["N", "N", "N", "N", "C", "C", "H", "H", "H", "H", "H", "H", "H", "H"],
  "positions_angstrom": [[-0.893, 0.456, 0.650], [-2.009, 0.334, -0.810], [-1.947, -0.424, 0.417], [0.356, 0.111, 0.453], [1.210, 1.211, 0.066], [0.761, -1.212, 0.014], [2.239, 0.996, 0.348], [-2.699, 1.071, -0.651], [0.465, -1.403, -1.020], [1.842, -1.286, 0.105], [0.861, 2.098, 0.590], [-1.655, -1.379, 0.186], [0.315, -1.967, 0.663], [1.154, 1.394, -1.012]],
  "atomic_forces_ev_per_a": [[0.667, 0.890, 4.887], [-3.874, -1.763, -3.732], [1.580, 1.387, -1.315], [1.301, -1.183, -0.266], [-0.078, 0.185, 0.036], [-0.267, 0.103, 0.332], [-0.002, 0.012, 0.010], [0.353, 0.193, 0.446], [-0.011, -0.057, -0.153], [0.007, -0.024, -0.049], [0.069, 0.018, -0.022], [0.155, 0.270, -0.115], [0.067, -0.052, -0.017], [0.033, 0.021, -0.042]]
}

{
  "formula": "C2H8N4",
  "method": "ωB97M-V/def2-TZVPD",
  "charge": 2,
  "relative_energy_kj_mol": 559.6,
  "homo_energy_ev": [-18.38, -18.37],
  "lumo_energy_ev": [-11.92, -11.92],
  "mol_weight_g_mol": 88.11,
  "orbital_gap_ev": [6.46, 6.45],
  "energy_ev": -8140.8686,
  "largest_force_ev_per_a": 6.56,
  "symbols": ["N", "N", "N", "N", "C", "C", "H", "H", "H", "H", "H", "H", "H", "H"],
  "positions_angstrom": [[-0.879, 0.153, -0.895], [0.209, 0.736, -0.650], [0.209, 2.228, 1.653], [0.078, -1.877, -0.729], [-0.974, -1.228, -0.926], [1.179, -2.418, -0.572], [0.235, 1.824, -0.536], [1.620, -2.865, 0.342], [-0.574, 1.721, 2.017], [-1.878, 0.703, -1.043], [1.024, 2.035, 2.044], [0.017, 3.247, 1.455], [-2.002, -1.568, -0.646], [1.736, -2.691, -1.515]],
  "atomic_forces_ev_per_a": [[-1.847, 4.982, -0.221], [-0.383, 0.871, 0.125], [-4.666, 2.039, -4.134], [-0.788, 0.055, 0.222], [-0.193, -1.276, 2.290], [1.337, -1.814, -1.629], [-0.705, -1.902, -0.194], [-0.519, 0.964, 0.098], [-0.206, 0.206, 0.600], [2.892, -1.380, 0.309], [4.419, -0.811, 2.374], [0.362, -1.667, 0.754], [0.752, -0.539, -1.306], [-0.454, 0.271, 0.712]]
}

{
  "formula": "C2H8N6",
  "method": "ωB97M-V/def2-TZVPD",
  "charge": 2,
  "relative_energy_kj_mol": 267.9,
  "homo_energy_ev": -18.28,
  "lumo_energy_ev": -8.18,
  "mol_weight_g_mol": 116.13,
  "orbital_gap_ev": 10.10,
  "energy_ev": -11122.5693,
  "largest_force_ev_per_a": 5.57,
  "symbols": ["N", "N", "N", "N", "N", "N", "C", "C", "H", "H", "H", "H", "H", "H", "H", "H"],
  "positions_angstrom": [[1.765, 0.556, 0.388], [2.014, -0.059, 1.497], [-2.375, -1.455, -1.544], [0.980, 1.034, -1.763], [-1.165, 0.200, 1.211], [-0.825, -0.321, -0.079], [-1.735, -0.938, -0.720], [1.093, 0.683, -0.578], [2.337, -1.018, 1.423], [0.102, 1.289, -2.304], [-1.697, 1.077, 1.043], [-1.697, -0.439, 1.757], [-2.984, -2.256, -1.903], [2.599, 0.496, 2.184], [-0.251, 0.222, 1.764], [1.838, 0.928, -2.375]],
  "atomic_forces_ev_per_a": [[-0.717, 1.225, -1.425], [0.989, -0.262, 2.975], [-1.652, -1.390, -0.364], [-0.322, 0.825, -5.503], [1.152, 0.413, -0.361], [-0.439, -0.626, 0.215], [0.102, -0.426, -0.561], [1.844, -0.315, 2.845], [-0.077, -0.081, -0.185], [1.379, -0.451, 1.367], [0.660, -0.127, 1.004], [-1.215, -0.823, 0.607], [1.389, 1.567, 0.658], [-0.823, -0.734, -1.280], [-1.013, 0.895, -0.796], [-1.257, 0.310, 0.805]]
}